# CH4N3O

A 2-piece molecular cluster, CH4N3O overall (ωB97M-V/def2-TZVPD, the Open Molecules 2025 dataset).

Last column: natural (NBO) charge in e.
Atoms and positions in Å:
C: 0.793 -0.839 -0.349  0.587
N: -2.076 0.777 1.251  -0.114
N: 1.021 0.303 -1.025  -0.719
N: -2.816 1.187 1.941  0.156
O: -0.014 -0.966 0.584  -0.565
H: 1.355 -1.650 -0.861  0.228
H: 0.552 1.116 -0.643  0.425
H: 1.831 0.376 -1.724  0.470
H: -0.645 -0.304 0.828  0.533

Forces on the atoms, in the same order (eV/Å):
2.12 2.24 -4.32
-0.33 0.19 0.51
0.68 -1.40 0.82
0.24 -0.12 -0.38
0.42 -2.71 0.80
-0.60 -0.28 1.47
0.36 0.49 -0.56
-1.91 -0.07 1.45
-0.99 1.65 0.22

Computed properties:
Strongest force on any atom   5.31 eV/A
Net charge   +1
HOMO   -17.755 eV
HOMO-LUMO gap   13.134 eV